{
  "formula": "C21H42CaCl8F6N3O7S2",
  "method": "ωB97M-V/def2-TZVPD",
  "elements": ["Ca", "C", "F", "F", "F", "S", "O", "O", "N", "S", "O", "O", "C", "F", "F", "F", "C", "C", "C", "C", "N", "H", "H", "H", "H", "H", "H", "H", "C", "C", "C", "C", "N", "H", "H", "H", "H", "H", "H", "H", "C", "O", "H", "H", "H", "H", "C", "O", "H", "H", "H", "H", "C", "O", "H", "H", "H", "H", "Cl", "C", "C", "Cl", "H", "H", "H", "H", "Cl", "C", "C", "Cl", "H", "H", "H", "H", "Cl", "C", "C", "Cl", "H", "H", "H", "H", "Cl", "C", "C", "Cl", "H", "H", "H", "H"],
  "positions_angstrom": [[-1.237, 0.417, -2.007], [1.357, -1.886, 1.232], [1.897, -3.042, 1.625], [0.067, -1.940, 1.109], [1.656, -0.997, 2.102], [1.951, -1.331, -0.423], [3.299, -0.888, -0.139], [1.622, -2.452, -1.272], [0.969, -0.144, -0.926], [1.163, 1.349, -0.408], [0.041, 2.130, -0.970], [1.224, 1.525, 0.981], [2.690, 1.943, -1.224], [3.654, 1.982, -0.333], [3.029, 1.288, -2.304], [2.439, 3.199, -1.687], [-2.345, 5.633, -3.131], [-3.788, 5.214, -2.934], [-4.299, 4.041, -3.814], [-3.639, 2.740, -3.495], [-3.036, 1.807, -3.265], [-1.962, 6.348, -2.415], [-2.214, 5.885, -4.149], [-1.698, 4.760, -2.922], [-4.442, 6.037, -3.300], [-4.044, 4.924, -1.923], [-4.193, 4.105, -4.943], [-5.363, 3.866, -3.654], [-0.597, -5.223, -2.013], [-0.848, -4.438, -0.758], [-2.337, -3.898, -0.585], [-2.383, -2.711, -1.417], [-2.212, -1.768, -2.030], [-0.700, -4.798, -2.957], [-1.341, -5.998, -2.035], [0.348, -5.727, -1.983], [-0.176, -3.528, -0.764], [-0.752, -5.028, 0.187], [-2.448, -3.621, 0.396], [-3.128, -4.634, -0.947], [2.600, 5.546, 3.288], [2.195, 5.523, 1.902], [2.102, 4.775, 3.918], [3.651, 5.478, 3.312], [2.252, 6.467, 3.710], [2.734, 6.139, 1.474], [-0.107, 0.479, -5.272], [0.126, -0.182, -3.995], [0.695, 0.395, -6.046], [-0.986, -0.036, -5.766], [-0.315, 1.563, -5.209], [0.991, -0.671, -4.090], [-3.492, 0.235, 0.608], [-2.208, 0.646, 0.161], [-3.244, -0.563, 1.279], [-3.963, 0.999, 1.219], [-4.009, -0.030, -0.319], [-1.707, 0.951, 0.925], [-0.370, -6.186, 2.981], [-0.687, -4.932, 4.252], [-1.093, -3.605, 3.770], [-2.717, -3.511, 2.978], [0.277, -4.738, 4.745], [-1.373, -5.304, 4.970], [-0.352, -3.164, 3.136], [-1.326, -3.009, 4.637], [2.871, 1.830, 3.597], [3.780, 0.877, 4.874], [3.279, -0.529, 4.937], [1.591, -0.683, 5.447], [3.660, 1.421, 5.826], [4.885, 1.008, 4.667], [3.831, -1.220, 5.626], [3.288, -0.885, 3.928], [-0.059, 3.622, 5.454], [-1.382, 2.757, 4.580], [-1.003, 1.301, 4.647], [-2.180, 0.252, 3.739], [-1.326, 3.070, 3.530], [-2.353, 3.010, 5.046], [-0.922, 0.838, 5.607], [-0.037, 1.155, 4.120], [4.970, -3.605, -4.097], [3.381, -2.944, -4.190], [2.612, -3.622, -5.369], [0.982, -2.942, -5.485], [3.542, -1.904, -4.556], [2.780, -3.110, -3.275], [2.717, -4.771, -5.479], [3.196, -3.327, -6.247]],
  "charge": 1,
  "mol_weight_g_mol": 950.40,
  "e_above_lowest_kj_mol": 52.9
}

---

{
  "formula": "C21H42O21",
  "method": "ωB97M-V/def2-TZVPD",
  "elements": ["C", "O", "C", "O", "O", "C", "H", "H", "H", "H", "H", "H", "C", "O", "C", "O", "O", "C", "H", "H", "H", "H", "H", "H", "C", "O", "C", "O", "O", "C", "H", "H", "H", "H", "H", "H", "C", "O", "C", "O", "O", "C", "H", "H", "H", "H", "H", "H", "C", "O", "C", "O", "O", "C", "H", "H", "H", "H", "H", "H", "C", "O", "C", "O", "O", "C", "H", "H", "H", "H", "H", "H", "C", "O", "C", "O", "O", "C", "H", "H", "H", "H", "H", "H"],
  "positions_angstrom": [[29.662, -31.445, -14.193], [31.015, -31.220, -13.788], [31.686, -32.353, -13.560], [31.321, -33.452, -13.880], [32.829, -32.065, -12.960], [33.592, -33.215, -12.567], [29.647, -32.087, -15.070], [29.222, -30.472, -14.386], [29.091, -31.920, -13.396], [32.971, -34.025, -12.208], [34.292, -32.876, -11.812], [34.159, -33.569, -13.434], [35.650, -35.863, -11.217], [35.776, -35.722, -9.802], [36.250, -36.755, -9.112], [36.618, -37.809, -9.562], [36.228, -36.428, -7.822], [36.939, -37.327, -6.977], [36.366, -35.222, -11.723], [34.619, -35.631, -11.469], [35.864, -36.892, -11.508], [36.541, -38.341, -7.028], [36.817, -36.983, -5.953], [37.994, -37.324, -7.247], [35.725, -40.063, -15.482], [34.852, -40.394, -14.397], [34.497, -39.391, -13.592], [34.665, -38.218, -13.798], [33.924, -39.928, -12.523], [33.321, -39.059, -11.592], [36.055, -39.028, -15.417], [35.184, -40.150, -16.425], [36.561, -40.753, -15.451], [33.812, -38.091, -11.507], [33.366, -39.550, -10.621], [32.264, -38.876, -11.800], [32.204, -38.942, -16.581], [31.004, -39.555, -16.144], [30.462, -39.002, -15.062], [30.897, -38.048, -14.475], [29.360, -39.668, -14.745], [28.646, -39.157, -13.634], [32.773, -39.690, -17.132], [32.819, -38.582, -15.759], [32.015, -38.110, -17.260], [27.843, -39.852, -13.417], [28.232, -38.169, -13.850], [29.296, -39.044, -12.765], [27.175, -33.208, -16.526], [27.247, -34.186, -15.493], [26.889, -33.781, -14.283], [26.658, -32.655, -13.937], [26.834, -34.858, -13.491], [26.631, -34.597, -12.115], [27.853, -33.525, -17.312], [27.484, -32.237, -16.148], [26.160, -33.169, -16.918], [25.819, -33.894, -11.922], [27.524, -34.217, -11.615], [26.352, -35.544, -11.653], [30.390, -35.799, -11.894], [30.709, -36.550, -10.723], [31.757, -36.147, -10.006], [32.341, -35.105, -10.149], [32.000, -37.103, -9.119], [32.996, -36.881, -8.124], [30.501, -34.725, -11.755], [29.344, -35.996, -12.110], [31.051, -36.096, -12.706], [33.513, -35.944, -8.333], [33.748, -37.657, -8.276], [32.640, -36.919, -7.101], [31.559, -39.755, -6.394], [32.712, -40.039, -7.178], [32.754, -41.132, -7.932], [31.944, -42.019, -7.939], [33.849, -41.054, -8.684], [34.060, -42.143, -9.574], [31.135, -40.674, -5.984], [30.795, -39.249, -6.981], [31.937, -39.166, -5.564], [35.099, -42.137, -9.885], [33.415, -42.032, -10.449], [33.843, -43.105, -9.111]],
  "charge": 0,
  "smiles": "COC(=O)OC.COC(=O)OC.COC(=O)OC.COC(=O)OC.COC(=O)OC.COC(=O)OC.COC(=O)OC",
  "mol_weight_g_mol": 630.55,
  "e_above_lowest_kj_mol": 5.5
}

---

{
  "formula": "C21H43AuN2P3S",
  "method": "ωB97M-V/def2-TZVPD",
  "elements": ["Au", "P", "P", "P", "H", "C", "C", "H", "C", "C", "C", "C", "C", "C", "C", "C", "C", "H", "H", "H", "H", "H", "H", "H", "H", "H", "H", "H", "H", "H", "H", "H", "H", "H", "H", "H", "H", "H", "H", "H", "H", "H", "H", "H", "H", "H", "C", "C", "C", "C", "C", "C", "S", "H", "H", "H", "H", "H", "H", "C", "N", "C", "C", "N", "C", "H", "H", "H", "H", "H", "H"],
  "positions_angstrom": [[0.071, 0.733, -0.341], [-0.750, 2.466, 1.347], [-2.160, -0.515, -0.220], [2.376, 1.060, -0.115], [1.221, 1.006, -4.375], [2.138, 0.681, -3.890], [2.370, -0.634, -4.101], [1.733, -1.222, -4.800], [-1.089, 4.002, 0.391], [-2.291, 2.256, 2.306], [0.394, 2.974, 2.693], [-2.260, -2.319, -0.647], [-3.017, -0.715, 1.388], [-3.397, 0.370, -1.238], [3.589, 0.032, -1.018], [2.928, 0.871, 1.615], [2.661, 2.796, -0.614], [2.815, 1.526, -3.633], [3.316, -1.157, -3.932], [-1.438, 4.831, 1.043], [-1.879, 3.742, -0.346], [-0.151, 4.285, -0.131], [-2.391, 3.105, 3.008], [-2.234, 1.321, 2.892], [-3.167, 2.254, 1.634], [-0.134, 3.717, 3.315], [1.311, 3.435, 2.290], [0.631, 2.101, 3.326], [-2.876, -2.827, 0.106], [-1.236, -2.716, -0.602], [-2.674, -2.550, -1.628], [-3.559, 0.183, 1.695], [-2.294, -0.987, 2.169], [-3.750, -1.530, 1.300], [-4.394, -0.094, -1.160], [-3.072, 0.341, -2.283], [-3.405, 1.426, -0.924], [4.591, 0.126, -0.570], [3.618, 0.337, -2.067], [3.303, -1.027, -0.940], [3.986, 1.175, 1.672], [2.845, -0.192, 1.889], [2.327, 1.476, 2.310], [3.731, 3.047, -0.674], [2.166, 3.445, 0.124], [2.197, 2.951, -1.601], [0.062, -2.545, -2.944], [0.305, -1.229, -2.565], [-0.588, -0.262, -2.945], [-1.650, -0.547, -3.795], [-1.892, -1.877, -4.129], [-1.070, -2.899, -3.667], [1.282, -3.664, -2.405], [0.437, -4.478, -1.736], [1.165, -1.053, -1.941], [-0.458, 0.761, -2.600], [-2.221, 0.300, -4.168], [-2.690, -2.157, -4.791], [-1.128, -3.928, -3.994], [0.383, -1.796, 5.439], [0.460, -1.752, 3.987], [0.921, -2.767, 3.143], [0.753, -2.282, 1.864], [0.190, -1.023, 1.896], [0.025, -0.729, 3.189], [-0.288, -2.587, 5.795], [1.367, -1.949, 5.896], [-0.002, -0.848, 5.819], [1.312, -3.723, 3.477], [1.013, -2.755, 0.924], [-0.389, 0.194, 3.589]],
  "charge": 3,
  "mol_weight_g_mol": 645.55,
  "e_above_lowest_kj_mol": 185.5,
  "multiplicity": 3
}